# 1
The following is a quantum chemistry calculation of a structure of composition CH2I2S at a distorted geometry, from the Open Molecules 2025 dataset.

Values from the calculation:
E_tot: -28102.47378 eV
HOMO-LUMO gap (alpha / beta): 0.31597 / 0.21418 Ha
Spin multiplicity: 1

Geometry as XYZ:
```
6
CH2I2S ωB97M-V with the def2-TZVPD basis set
C 1.54 1.10 -0.34
S -2.94 -1.22 0.08
I -0.39 0.55 0.24
I 3.06 -0.28 0.00
H 1.67 1.68 -1.23
H -2.94 -1.82 1.25
```

Here is what natural (NBO) gives for the atomic charges, in e: C -0.6133; S -0.1850; I 0.3019; I 0.2080; H 0.1876; H 0.1008



# 2
The following is a quantum chemistry calculation of a cluster of 2 separate species, CH2I3P in total at a distorted geometry, from the Open Molecules 2025 dataset.

Values from the calculation:
E_tot: -34656.48954 eV
HOMO-LUMO gap: 0.26841 Ha
Spin multiplicity: 1

Geometry as XYZ:
```
7
CH2I3P ωB97M-V with the def2-TZVPD basis set
C 2.61 2.30 -0.89
P -1.25 0.12 -0.40
I 4.19 0.96 -1.17
I -0.90 -0.19 -2.77
I 2.31 3.54 -2.49
H -0.65 1.32 -0.19
H -0.02 -0.52 0.11
```

These are the natural (NBO) partial charges, in e, on atoms 1 to 6: C -0.4691; P 0.1359; I 0.2081; I -0.1145; I 0.2589; H -0.0212



Please write out number 1 again, unchanged.
The following is a quantum chemistry calculation of a structure of composition CH2I2S at a distorted geometry, from the Open Molecules 2025 dataset.

Values from the calculation:
E_tot: -28102.47378 eV
HOMO-LUMO gap (alpha / beta): 0.31597 / 0.21418 Ha
Spin multiplicity: 1

Geometry as XYZ:
```
6
CH2I2S ωB97M-V with the def2-TZVPD basis set
C 1.54 1.10 -0.34
S -2.94 -1.22 0.08
I -0.39 0.55 0.24
I 3.06 -0.28 0.00
H 1.67 1.68 -1.23
H -2.94 -1.82 1.25
```

Here is what natural (NBO) gives for the atomic charges, in e: C -0.6133; S -0.1850; I 0.3019; I 0.2080; H 0.1876; H 0.1008



Q: What is the E_tot in the first record?
A: -28102.47378 eV



Q: Number 1 is which compound?
A: CH2I2S



Q: spin multiplicity of number 2 (CH2I3P)?
A: 1